# 1
DFT (ωB97M-V/def2-TZVPD) results for a 8-piece molecular cluster, C66H69ClFNO35S overall at a distorted geometry.

Last column: Löwdin charge in e.
Cartesian coordinates (Å):
C 6.11818 0.79180 1.19455  -0.1102
O 5.78278 -0.54735 0.66660  -0.2727
C 5.14123 -1.39069 1.68799  -0.1977
C 5.53576 -2.96766 1.29753  -0.1695
C 4.46134 -4.00793 1.97888  -0.2016
C 3.50406 -4.77597 0.84267  -0.2086
C 2.04786 -4.02409 0.90670  -0.2141
C 0.83044 -4.81954 0.14859  -0.2033
C -0.40090 -3.70196 -0.03079  -0.1644
C -1.78952 -4.42837 0.55458  -0.1224
C -3.08429 -3.61798 -0.04686  -0.1961
C -2.68785 -2.02833 -0.37981  -0.3014
O -2.57550 -1.57435 -1.65870  -0.1288
O -2.38628 -1.02248 0.67239  -0.2020
C -3.36372 -4.47349 -1.45669  -0.0426
C -4.88098 -3.92197 -1.74165  0.1321
N -5.45510 -3.56842 -0.53386  -0.0459
C -6.85075 -2.99030 -0.62590  -0.0950
C -6.92379 -1.41635 -1.07860  -0.2413
C -7.40147 -0.39006 0.14524  -0.0658
F -5.66014 -0.85333 -1.60723  -0.0744
C -4.56583 -3.82464 0.70141  -0.1985
C -5.09816 -2.65256 1.71603  -0.1031
C -4.19699 -2.43365 3.06642  -0.1534
C -5.27786 -2.00947 4.27038  -0.1966
C -5.88669 -0.47412 4.02408  -0.2470
S -4.86064 0.85493 4.89882  0.5173
O -4.38659 0.39886 6.32587  -0.4148
O -5.70024 2.16068 5.14484  -0.4430
Cl -3.21397 1.47819 3.71985  0.3672
C -4.83324 -5.40161 1.17111  -0.0764
O -4.73344 -5.60794 2.62406  -0.0982
C -3.58356 -6.47058 2.98177  -0.2456
C -2.32268 -5.97466 3.95940  -0.0207
O -3.49399 -7.76643 2.57163  -0.0347
H 5.35356 1.62199 0.84238  0.1027
H 7.15685 1.08638 0.72617  0.0955
H 6.24951 0.82702 2.36528  0.1114
H 3.96797 -1.22605 1.69373  0.1340
H 5.54104 -1.19871 2.79156  0.1341
H 6.60930 -3.23846 1.70175  0.1172
H 5.46867 -3.04464 0.10852  0.1076
H 3.75568 -3.34189 2.67244  0.0977
H 4.94556 -4.80323 2.70370  0.1072
H 3.98955 -4.61561 -0.23526  0.0958
H 3.47357 -5.93523 1.00840  0.1083
H 1.73574 -3.95346 2.05646  0.1224
H 2.19604 -2.91582 0.51185  0.1287
H 1.14089 -5.28849 -0.90234  0.1056
H 0.42140 -5.71545 0.79773  0.1054
H -0.45483 -3.49528 -1.19031  0.1253
H -0.14413 -2.70583 0.56993  0.1301
H -1.72850 -5.54700 0.14264  0.1225
H -1.73901 -4.39357 1.72558  0.1090
H -2.74344 -4.07882 -2.37548  0.1221
H -3.29243 -5.65147 -1.38252  0.1400
H -5.47979 -3.79292 -2.74377  0.1834
H -7.42187 -3.62123 -1.46037  0.1453
H -7.49669 -3.09844 0.34867  0.1337
H -7.73954 -1.34187 -1.94238  0.1546
H -7.94473 0.52624 -0.39181  0.0855
H -6.40436 0.05146 0.59487  0.0864
H -8.07698 -0.92244 0.94407  0.0979
H -6.19310 -2.94584 2.09038  0.1259
H -5.09706 -1.60738 1.14006  0.1249
H -3.42006 -1.56043 3.01004  0.1017
H -3.64968 -3.38780 3.46508  0.0917
H -6.23939 -2.71602 4.25735  0.1239
H -4.80096 -2.04196 5.33885  0.1132
H -6.01814 -0.23432 2.86680  0.1013
H -6.97076 -0.41806 4.50087  0.1333
H -5.95542 -5.68069 0.87579  0.1579
H -4.15422 -6.17334 0.61202  0.1323
H -2.66879 -6.14501 5.07989  0.1069
H -1.33983 -6.59151 3.78458  0.1054
H -2.06502 -4.83928 3.83545  0.0650
C -8.51243 5.66395 1.63500  0.0790
C -8.19140 4.46889 2.13449  -0.2013
C -8.52253 3.21219 1.40739  -0.2968
O -8.19794 2.12958 1.88238  0.0830
C -9.24233 3.32474 0.12918  0.0707
C -9.56632 4.51975 -0.36845  -0.2047
C -9.21074 5.77687 0.34523  -0.3062
O -9.50577 6.86109 -0.14629  0.1071
O -10.24519 4.63269 -1.56786  0.0809
O -7.53735 4.35474 3.34747  0.0879
H -8.27583 6.58549 2.15182  0.1394
H -9.49260 2.40295 -0.38014  0.1239
H -10.36067 5.59719 -1.71240  0.1177
H -7.41658 3.39055 3.48899  0.0940
C -1.48390 -2.60087 -6.30862  0.0697
C -0.53808 -2.08244 -7.09436  -0.2114
C 0.36311 -1.00055 -6.60959  -0.3176
O 1.23531 -0.55712 -7.34827  0.0915
C 0.16194 -0.49725 -5.24181  0.0678
C -0.78619 -1.01343 -4.45743  -0.2011
C -1.66878 -2.11393 -4.93291  -0.2925
O -2.51922 -2.58056 -4.18247  0.0786
O -0.98248 -0.54328 -3.17189  0.0774
O -0.36008 -2.53321 -8.38944  0.0722
H -2.14437 -3.38913 -6.64736  0.1309
H 0.81203 0.30142 -4.90826  0.1347
H -1.72306 -1.07673 -2.80929  0.0133
H 0.38439 -2.00393 -8.74987  0.1145
C -1.76840 3.78334 1.14090  0.0812
C -2.36279 4.89811 0.71114  -0.1996
C -1.59674 5.95801 -0.00119  -0.2871
O -2.17406 6.96290 -0.40107  0.0884
C -0.15269 5.75289 -0.19419  0.0872
C 0.44215 4.63960 0.23871  -0.1946
C -0.32916 3.56794 0.92629  -0.2895
O 0.24205 2.54774 1.29653  0.1235
O 1.79940 4.44157 0.06306  0.0507
O -3.71467 5.10878 0.91154  0.0794
H -2.31358 3.00384 1.65808  0.0816
H 0.39543 6.53898 -0.69754  0.1207
H 1.98835 3.56328 0.45980  0.1153
H -3.90467 5.98429 0.50947  0.1147
C -0.60478 9.70856 -0.22723  0.0878
C 0.68385 9.84293 -0.54676  -0.1959
C 1.32345 11.18493 -0.63383  -0.3064
O 2.51419 11.27578 -0.91113  0.1022
C 0.48314 12.36640 -0.38359  0.0757
C -0.80629 12.23196 -0.06748  -0.2084
C -1.43863 10.88909 0.04652  -0.2962
O -2.62158 10.79681 0.35679  0.1104
O -1.60245 13.33816 0.16630  0.0775
O 1.47325 8.73807 -0.80799  0.0633
H -1.08193 8.73908 -0.15820  0.0999
H 0.95623 13.33637 -0.46768  0.1368
H -2.49206 12.97943 0.37702  0.1159
H 2.36422 9.09658 -1.01276  0.1161
C 4.96322 7.92260 1.55205  0.0780
C 4.22039 6.81728 1.46714  -0.1965
C 4.84641 5.46778 1.39945  -0.2882
O 4.13751 4.46926 1.34108  0.0994
C 6.31555 5.38874 1.40072  0.0805
C 7.05821 6.49440 1.48215  -0.2067
C 6.43177 7.84146 1.57762  -0.3066
O 7.14056 8.83809 1.66986  0.1058
O 8.43942 6.42754 1.48109  0.0799
O 2.83956 6.88582 1.43994  0.0780
H 4.52129 8.90967 1.60416  0.1371
H 6.75770 4.40302 1.33307  0.1325
H 8.74566 7.35812 1.54998  0.1167
H 2.53336 5.95492 1.37714  0.0873
C 10.80400 -1.21521 -0.13175  0.0761
C 9.47426 -1.29912 -0.05784  -0.1910
C 8.71535 -2.29048 -0.86956  -0.2840
O 7.49554 -2.35687 -0.76622  0.0923
C 9.47467 -3.16066 -1.78105  0.0821
C 10.80408 -3.07422 -1.85736  -0.2097
C 11.56484 -2.10198 -1.02541  -0.3097
O 12.78799 -2.05858 -1.10404  0.1001
O 11.52370 -3.88709 -2.71385  0.0758
O 8.75209 -0.46717 0.77790  0.0550
H 11.36844 -0.50081 0.45423  0.1364
H 8.90919 -3.86438 -2.37834  0.1329
H 12.46394 -3.63458 -2.58466  0.1152
H 7.81250 -0.72385 0.65312  0.0636
C 5.21934 -6.43915 -2.42660  0.0886
C 5.98532 -7.06395 -3.32305  -0.2041
C 5.55127 -8.34009 -3.95607  -0.3048
O 6.26808 -8.88121 -4.79057  0.1085
C 4.25962 -8.91022 -3.54233  0.0786
C 3.49539 -8.28704 -2.64330  -0.2020
C 3.91700 -6.99720 -2.03117  -0.2763
O 3.18463 -6.43873 -1.22130  0.0456
O 2.28161 -8.81864 -2.24792  0.0801
O 7.21183 -6.54685 -3.69773  0.0792
H 5.52151 -5.50985 -1.96031  0.1323
H 3.96440 -9.84719 -3.99695  0.1379
H 1.91952 -8.18304 -1.59264  0.1140
H 7.57107 -7.17934 -4.35741  0.1173

Results
Strongest force on any atom in eV/A: 9.09
Charge: 0

---

# 2
DFT (ωB97M-V/def2-TZVPD) results for C66H81As6F36N12 as an isolated structure at a distorted geometry.

Last column: Löwdin charge in e.
Cartesian coordinates (Å):
C -5.58225 7.71395 10.59836  0.0264
N -5.14421 6.53825 9.87688  -0.0804
C -6.01952 5.75024 9.24194  0.0135
C -5.66349 4.77345 8.38326  0.0597
C -4.30976 4.55671 8.16120  -0.1166
C -3.43927 5.37184 8.84589  0.0470
C -3.82183 6.38560 9.70179  0.0513
C -3.79963 3.65875 7.13001  -0.1641
C -4.40176 2.40259 7.04225  0.0623
C -4.02580 1.50769 6.03227  0.0353
N -2.95333 1.81723 5.25248  -0.0641
C -2.39481 3.06037 5.29989  0.0786
C -2.82896 4.01491 6.25484  0.0657
C -2.45547 0.86773 4.32217  -0.0033
H -4.79889 8.14781 11.15773  0.0882
H -6.30479 7.38872 11.41130  0.1482
H -5.93809 8.50141 9.96363  0.1152
H -7.07398 5.98065 9.36554  0.1659
H -6.44038 4.39355 7.80589  0.1289
H -2.40024 5.28816 8.74319  0.1225
H -3.12911 6.97549 10.31974  0.1706
H -5.12850 1.99274 7.71660  0.1361
H -4.48767 0.56509 5.94287  0.1334
H -1.56408 3.19974 4.63304  0.0990
H -2.21130 4.91894 6.35181  0.1487
H -3.30200 0.44483 3.68662  0.1089
H -1.98794 0.08920 4.92240  0.1248
H -1.77268 1.41458 3.68329  0.0621
C -12.60399 3.89604 -2.30103  0.0166
N -11.22034 3.47411 -2.22771  -0.0872
C -10.45140 3.50122 -3.30928  0.0290
C -9.11357 3.12271 -3.23239  0.0684
C -8.67424 2.65764 -2.01401  -0.1327
C -9.56872 2.40896 -0.95852  0.0417
C -10.84618 2.78699 -1.06103  0.0499
C -7.29495 2.36067 -1.70665  -0.1292
C -6.73653 2.76600 -0.43217  0.0548
C -5.40461 2.54923 -0.20938  0.0052
N -4.65388 1.87985 -1.13776  -0.0040
C -5.15307 1.51651 -2.31229  0.0269
C -6.46975 1.79874 -2.63632  0.0533
C -3.10623 1.74249 -0.93464  0.0641
H -12.81311 4.55066 -3.13051  0.1039
H -12.72297 4.47904 -1.38241  0.1191
H -13.30957 3.06123 -2.39601  0.1279
H -10.91736 4.07145 -4.12235  0.1639
H -8.50463 3.31241 -4.11232  0.1465
H -9.25882 1.81800 -0.10473  0.1442
H -11.60411 2.60935 -0.31872  0.1554
H -7.31342 3.20736 0.34513  0.1129
H -4.94553 2.72265 0.76229  0.1383
H -4.36938 1.13194 -2.90389  0.1027
H -6.91113 1.41498 -3.52556  0.1311
H -2.80648 1.72475 0.09363  0.0609
H -2.56913 2.62019 -1.38635  0.1196
H -2.80645 0.81600 -1.35431  0.0541
C -4.40653 -4.16269 2.33728  0.0629
N -3.90212 -4.39692 0.94013  -0.0700
C -4.23940 -3.48453 0.00951  0.0060
C -3.56603 -3.40157 -1.22423  0.0142
C -2.70514 -4.38409 -1.56484  -0.1640
C -2.46422 -5.40098 -0.64896  0.0371
C -3.06568 -5.38933 0.62465  0.0330
C -1.77641 -4.24734 -2.73730  -0.0848
C -1.58793 -5.42083 -3.57954  0.0564
C -0.66205 -5.36474 -4.56350  -0.0090
N 0.05576 -4.23071 -4.73278  -0.0425
C -0.16516 -3.14596 -4.02918  -0.0118
C -1.03545 -3.10270 -2.99463  0.0559
C 1.19560 -4.37424 -5.74932  0.0715
H -4.16454 -5.05523 2.87805  0.0959
H -5.43142 -3.94001 2.25826  0.0851
H -3.85712 -3.28616 2.75694  0.1089
H -5.02462 -2.73645 0.35253  0.1659
H -3.83778 -2.57018 -1.89412  0.1457
H -1.68678 -6.13489 -0.91852  0.0874
H -2.77209 -6.17156 1.32961  0.1576
H -2.11242 -6.31032 -3.25744  0.1394
H -0.51974 -6.21391 -5.20928  0.1522
H 0.35655 -2.26670 -4.26240  0.1269
H -1.16063 -2.19185 -2.43108  0.1324
H 1.81362 -3.54987 -5.50402  0.0786
H 0.76576 -4.25990 -6.78478  0.1332
H 1.79186 -5.24505 -5.61053  0.0948
C 0.70584 2.46267 -2.03934  0.0225
N 1.25343 3.08806 -3.26073  -0.0355
C 1.96386 2.36144 -4.13343  0.0236
C 2.57140 3.05009 -5.17937  0.0515
C 2.46699 4.39159 -5.37500  -0.1259
C 1.81261 5.11978 -4.37198  0.0646
C 1.13453 4.40001 -3.41293  0.0165
C 3.12204 5.08892 -6.51251  -0.0761
C 4.23660 4.49085 -7.22794  0.0624
C 4.90143 5.19128 -8.17379  0.0053
N 4.52670 6.47397 -8.46456  -0.0834
C 3.36741 7.01572 -7.94991  0.0604
C 2.74217 6.34279 -6.90350  0.0343
C 5.40036 7.38249 -9.26465  0.0176
H 0.47939 1.41537 -2.23090  0.0907
H -0.19701 2.91647 -1.74971  0.0637
H 1.45813 2.51343 -1.27783  0.0821
H 2.02354 1.34117 -3.91335  0.1153
H 3.17485 2.38513 -5.77675  0.1313
H 1.75434 6.18156 -4.41630  0.1203
H 0.69460 4.91737 -2.58453  0.1516
H 4.65011 3.55149 -6.87934  0.1296
H 5.83368 4.84458 -8.63248  0.1599
H 3.26576 8.09319 -8.09044  0.1575
H 1.95310 6.86920 -6.48387  0.1105
H 4.77933 8.16394 -9.74881  0.1067
H 5.87030 6.82298 -10.16485  0.1411
H 6.15822 7.87775 -8.60699  0.1249
C 3.63926 -7.31281 3.72778  0.0500
N 3.80744 -5.88336 3.49838  -0.0717
C 2.87144 -5.29866 2.74964  0.0014
C 2.88244 -3.95715 2.58985  0.0533
C 3.69606 -3.15813 3.35015  -0.1129
C 4.70266 -3.80647 4.10592  0.0365
C 4.78317 -5.16374 4.08676  0.0010
C 3.71230 -1.69714 3.21590  -0.1089
C 4.92604 -1.02072 3.05046  0.0243
C 5.05613 0.33250 2.80154  0.0390
N 3.90518 1.07489 2.76897  -0.0426
C 2.70605 0.45507 2.92527  0.0059
C 2.55743 -0.87371 3.13637  0.0554
C 3.92548 2.55826 2.55287  0.0476
H 3.02541 -7.68632 2.93188  0.0811
H 3.04448 -7.43065 4.62647  0.1217
H 4.62222 -7.73370 3.75250  0.1055
H 2.05179 -5.87865 2.26597  0.1168
H 2.17333 -3.45211 1.91629  0.1441
H 5.47095 -3.18292 4.60839  0.1445
H 5.58419 -5.70272 4.64143  0.1662
H 5.76826 -1.65140 3.02179  0.1094
H 5.94275 0.94434 2.71945  0.1472
H 1.90102 1.10928 2.75493  0.1036
H 1.61378 -1.34609 3.20346  0.0958
H 4.89635 2.90272 2.84475  0.0941
H 3.09308 2.98120 3.13821  0.0971
H 3.69461 2.80204 1.52720  0.0895
C 12.33130 -3.85063 -3.37313  -0.0400
C 11.33478 -4.73370 -2.58263  -0.1436
N 11.97945 -5.81955 -1.81301  -0.0577
C 12.72868 -5.63601 -0.66563  -0.0105
C 13.01629 -6.84580 -0.18585  -0.0216
N 12.54808 -7.81013 -1.04344  -0.0761
C 11.87947 -7.14683 -2.01840  0.0235
C 12.79842 -9.22605 -0.93281  0.0219
H 11.97022 -3.77141 -4.38965  0.0785
H 13.35195 -4.27471 -3.33163  0.0954
H 12.35422 -2.91528 -2.82557  0.0748
H 10.72092 -5.24965 -3.29945  0.1133
H 10.75772 -4.21540 -1.78841  0.1402
H 12.94108 -4.64442 -0.26858  0.1535
H 13.75141 -7.04317 0.59942  0.1572
H 11.46953 -7.59000 -2.90105  0.1661
H 12.50678 -9.73196 -1.86183  0.1129
H 12.27186 -9.70028 -0.14075  0.0980
H 13.87180 -9.38415 -0.88976  0.1142
As -0.15257 3.82719 1.96067  0.7843
F -1.87663 3.20416 2.08296  -0.2994
F -0.66668 5.34080 2.65572  -0.2475
F 1.49395 4.38759 1.84503  -0.2468
F 0.28142 2.30108 1.22959  -0.2527
F -0.47370 4.41928 0.38749  -0.2457
F 0.19586 3.16077 3.55998  -0.2744
As -6.51275 0.20057 2.74835  0.7632
F -7.38867 1.58019 2.02728  -0.2836
F -6.82252 -0.64645 1.30239  -0.2473
F -5.65630 -1.17390 3.42825  -0.2557
F -6.10631 1.20442 4.10859  -0.2478
F -7.94269 -0.29590 3.46943  -0.1998
F -5.00894 0.82398 1.85588  -0.3105
As 0.96287 -6.53407 -0.22432  0.7721
F 0.11233 -5.61778 1.04936  -0.2633
F -0.47778 -7.52395 -0.21465  -0.2548
F 1.59706 -7.61732 -1.41210  -0.2275
F 2.35957 -5.53220 -0.08290  -0.2225
F 1.72980 -7.52121 1.04077  -0.2729
F 0.25433 -5.57691 -1.46028  -0.2161
As -0.99883 -1.29183 1.34862  0.7460
F -0.37084 -0.07810 2.52798  -0.2819
F -2.63695 -1.06147 1.92224  -0.2563
F -1.60772 -2.48943 0.26885  -0.2072
F 0.63517 -1.46424 0.79557  -0.2312
F -0.73790 -2.36912 2.60068  -0.2188
F -1.24689 0.02290 0.22513  -0.2428
As -1.67516 0.89120 -4.98160  0.7740
F -0.33255 0.26436 -4.11739  -0.2497
F -1.40518 2.42228 -4.18175  -0.2597
F -3.08314 1.68824 -5.61843  -0.2439
F -1.85414 -0.66574 -5.83091  -0.2659
F -2.63811 0.37670 -3.61318  -0.2772
F -0.61190 1.38011 -6.31761  -0.2692
As 3.66679 0.02841 -1.17381  0.7808
F 3.69341 -1.10587 0.18162  -0.2490
F 4.60833 -0.91664 -2.21149  -0.2152
F 3.59328 1.36519 -2.33044  -0.2647
F 2.73163 1.14889 -0.14377  -0.2776
F 5.14716 0.71825 -0.52656  -0.2691
F 2.17421 -0.64518 -1.78397  -0.2511

Results
Strongest force on any atom in eV/A: 3.33
Charge: +5

---

no.,DFT total energy (Eh),HOMO energy (eV),orbital gap (eV)
1,-6202.05593,-8.27,6.48
2,-20229.66287,-17.14,8.01